*i*
Molecular formula: C7H15NO
Method: DFT, ωB97M-V with the def2-TZVPD basis set

Geometry as ORCA input:
```
! RIJCOSX wB97M-V def2-TZVPD def2/J DEFGRID3
* xyz 0 1
C 1.690 1.724 1.690
C 1.866 0.756 1.006
C 1.997 -0.400 0.122
C 2.723 -0.009 -1.172
O 0.738 -0.980 -0.185
H 1.558 2.574 2.300
H 2.595 -1.161 0.647
H 2.162 0.762 -1.697
H 2.798 -0.886 -1.813
H 3.721 0.367 -0.953
H -0.030 -0.743 0.583
C -1.437 -0.615 1.602
N -2.263 -0.328 0.648
C -2.698 -1.398 -0.204
H -1.345 -1.642 1.981
H -1.284 0.151 2.354
H -2.248 -2.375 0.015
H -2.469 -1.149 -1.242
H -3.785 -1.474 -0.105
C -0.905 1.366 -1.110
H -0.360 0.356 -1.033
H -0.395 1.840 -1.946
H -0.658 1.905 -0.206
H -1.972 1.361 -1.283
*
```

The calculation puts the HOMO energy at -9.7 eV. As for the SMILES: C#C[C@H](C)O.C=NC.C. The gap between HOMO and LUMO is 10.08 eV.

=====

*ii*
Molecular formula: C7H15NO
Method: DFT, ωB97M-V with the def2-TZVPD basis set

Geometry as ORCA input:
```
! RIJCOSX wB97M-V def2-TZVPD def2/J DEFGRID3
* xyz 0 1
C 0.130 -1.002 -3.450
C -0.537 -0.448 -2.432
O -1.622 0.365 -2.693
C -0.202 -0.743 -0.927
C -0.027 0.548 -0.133
N -1.331 1.179 0.075
C 0.806 0.232 1.230
C 0.493 1.224 2.354
C 0.753 -1.190 1.790
H -0.165 -0.815 -4.476
H 0.967 -1.670 -3.280
H -1.848 0.816 -1.850
H 0.711 -1.344 -0.920
H -1.025 -1.346 -0.523
H 0.586 1.253 -0.707
H -1.204 2.119 0.452
H -1.871 0.660 0.768
H 1.851 0.412 0.942
H 1.213 1.128 3.175
H 0.550 2.261 2.007
H -0.503 1.045 2.774
H 1.335 -1.268 2.716
H 1.211 -1.908 1.103
H -0.272 -1.505 2.004
*
```

The calculation puts the HOMO energy at -8.4 eV. As for the SMILES: C=C(O)C[C@@H](N)C(C)C. The gap between HOMO and LUMO is 9.20 eV.

=====

Which of them is most stable? Easy: *ii*.

=====

*i*
Molecular formula: C7H15NO
Method: DFT, ωB97M-V with the def2-TZVPD basis set

Geometry as ORCA input:
```
! RIJCOSX wB97M-V def2-TZVPD def2/J DEFGRID3
* xyz 0 1
C 0.142 0.544 -0.037
C -0.385 -0.645 -0.691
C -2.193 -0.059 -0.733
C 0.193 1.808 -0.878
C -0.266 0.789 1.411
N -0.402 -1.900 -0.021
C 2.021 -0.055 -0.095
C 2.780 -0.723 0.776
O -2.911 -0.949 0.071
H -2.365 -1.759 0.128
H -0.129 -0.740 -1.744
H 0.253 -2.555 -0.436
H -0.178 -1.827 0.968
H -2.430 0.956 -0.422
H -2.425 -0.185 -1.794
H 2.567 0.315 -0.971
H -0.735 2.382 -0.810
H 0.375 1.590 -1.933
H 0.991 2.461 -0.514
H -0.665 1.797 1.545
H -1.040 0.103 1.767
H 0.585 0.688 2.087
H 3.852 -0.875 0.640
H 2.365 -1.160 1.686
*
```

The calculation puts the HOMO energy at -8.2 eV. The gap between HOMO and LUMO is 9.02 eV.

=====

*ii*
Molecular formula: C7H15NO
Method: DFT, ωB97M-V with the def2-TZVPD basis set

Geometry as ORCA input:
```
! RIJCOSX wB97M-V def2-TZVPD def2/J DEFGRID3
* xyz 0 1
C -0.865 -0.531 0.040
C -0.617 -0.859 -1.443
C -0.710 -1.807 0.888
C -2.306 -0.004 0.207
C 0.061 0.575 0.493
C 0.082 1.734 0.931
H -1.334 -1.616 -1.771
H 0.391 -1.237 -1.606
H -0.735 0.029 -2.063
H 0.244 -2.303 0.713
H -0.798 -1.588 1.955
H -1.500 -2.512 0.622
H -2.456 0.904 -0.379
H -3.021 -0.757 -0.135
H -2.519 0.225 1.253
H -0.127 2.670 1.393
C 1.962 -0.207 0.484
N 1.943 2.239 -1.030
O 1.886 0.976 -1.305
H 2.776 2.536 -0.514
H 1.074 2.624 -0.636
H 2.299 -0.940 -0.238
H 2.709 0.525 0.765
H 1.560 -0.677 1.377
*
```

The calculation puts the HOMO energy (alpha / beta) at -8.5 / -7.5 eV. The gap between HOMO and LUMO (alpha / beta) is 8.44 / 7.94 eV.

=====

Which of them is most stable? Easy: *i*.

=====

*i*
Molecular formula: C7H15NO
Method: DFT, ωB97M-V with the def2-TZVPD basis set

Geometry as ORCA input:
```
! RIJCOSX wB97M-V def2-TZVPD def2/J DEFGRID3
* xyz 0 1
C -0.631 -1.147 -1.565
C -1.206 1.169 -0.990
N -0.730 -0.130 -0.523
C -1.701 -0.711 0.679
C -1.381 -1.765 1.430
O -2.825 0.024 0.927
H -3.263 -0.292 1.732
H -0.071 -0.718 -2.394
H -1.622 -1.535 -1.819
H -0.008 -1.961 -1.200
H -2.205 1.084 -1.427
H -1.293 1.839 -0.139
H -0.496 1.576 -1.708
H -0.521 -2.385 1.242
H -1.941 -2.035 2.317
C 2.100 0.674 1.463
C 1.872 0.611 -0.010
C 2.716 1.051 -0.922
H 0.646 -0.026 -0.022
H 1.283 1.215 1.947
H 2.084 -0.336 1.880
H 3.054 1.138 1.723
H 3.663 1.509 -0.649
H 2.477 1.153 -1.973
*
```

The calculation puts the HOMO energy at -7.7 eV. The gap between HOMO and LUMO is 8.27 eV.

=====

*ii*
Molecular formula: C7H15NO
Method: DFT, ωB97M-V with the def2-TZVPD basis set

Geometry as ORCA input:
```
! RIJCOSX wB97M-V def2-TZVPD def2/J DEFGRID3
* xyz 0 1
C 0.145 -0.767 0.422
C -0.594 0.703 -0.481
C -0.410 -0.814 1.834
C -1.405 -0.935 -1.019
C -0.607 1.524 -1.725
C 1.656 1.235 1.203
C 1.070 0.478 0.008
N 0.838 -1.919 0.040
O 1.864 0.266 -0.984
H -1.377 1.019 0.212
H 1.439 -1.666 -0.762
H 0.283 -2.757 -0.072
H -1.000 0.065 2.102
H 0.414 -0.841 2.550
H -1.065 -1.682 1.960
H -2.364 -0.464 -1.241
H -0.886 -1.136 -1.955
H -1.718 -1.845 -0.505
H -1.607 1.645 -2.145
H 0.081 1.108 -2.464
H -0.259 2.525 -1.437
H 0.901 1.677 1.858
H 2.310 2.022 0.822
H 2.291 0.560 1.780
*
```

The calculation puts the HOMO energy at -7.5 eV. The gap between HOMO and LUMO is 8.15 eV.

=====

*iii*
Molecular formula: C7H15NO
Method: DFT, ωB97M-V with the def2-TZVPD basis set

Geometry as ORCA input:
```
! RIJCOSX wB97M-V def2-TZVPD def2/J DEFGRID3
* xyz 0 1
C -3.034 0.237 1.084
C -1.858 0.164 0.158
C -1.558 1.410 -0.626
C -1.117 -0.954 0.101
O -0.455 -1.412 -1.008
H -3.939 0.545 0.558
H -3.230 -0.717 1.568
H -2.858 0.985 1.859
H -2.080 2.263 -0.199
H -0.501 1.686 -0.605
H -1.875 1.309 -1.665
H -1.243 -1.759 0.812
H -0.318 -0.667 -1.607
C 2.366 -0.060 -1.405
C 1.867 0.045 0.043
C 2.341 -1.074 0.930
N 1.467 1.185 0.425
H 2.018 0.779 -2.000
H 2.039 -1.000 -1.847
H 3.454 -0.093 -1.392
H 3.413 -1.232 0.832
H 2.121 -0.865 1.976
H 1.850 -1.997 0.624
H 1.129 1.222 1.385
*
```

The calculation puts the HOMO energy at -8.1 eV. As for the SMILES: CC(C)=CO.CC(C)=N. The gap between HOMO and LUMO is 8.97 eV.

=====

*iv*
Molecular formula: C7H15NO
Method: DFT, ωB97M-V with the def2-TZVPD basis set

Geometry as ORCA input:
```
! RIJCOSX wB97M-V def2-TZVPD def2/J DEFGRID3
* xyz 0 1
C 0.378 -1.835 -0.181
C -1.710 -0.104 -0.052
C -0.009 1.445 0.624
C 1.854 -1.824 -0.330
C 1.597 -0.350 -0.354
C -1.890 0.445 -1.432
C 0.714 2.105 1.750
N -1.057 0.653 0.869
O -0.275 -2.336 -1.287
H -1.201 -2.050 -1.246
H -1.130 0.320 1.824
H -0.030 -2.101 0.788
H -2.516 -0.694 0.368
H 0.057 1.881 -0.359
H 2.232 -2.284 -1.243
H 2.392 -2.181 0.549
H 1.465 0.076 -1.340
H 2.203 0.246 0.317
H -2.281 1.472 -1.426
H -0.948 0.442 -1.986
H -2.601 -0.163 -1.991
H 0.363 3.125 1.931
H 0.610 1.539 2.679
H 1.782 2.171 1.528
*
```

The calculation puts the HOMO energy (alpha / beta) at -6.3 / -6.3 eV. The gap between HOMO and LUMO (alpha / beta) is 7.23 / 7.23 eV.

=====

Which of them is most stable? Easy: *iii*.